[1]
# C4H7NO

A molecular structure, C4H7NO (ωB97M-V with the def2-TZVPD basis set, the OMol25 dataset).

Properties
Energy above the lowest of the compared OMol25 structures with the same formula, charge and spin (kJ/mol): 522.4
HOMO (eV): -9.0
Charge: 0
Max |F| (eV/A): 0.5

Positions of all 13 atoms, in Å:
C -0.3474 0.1163 -1.8218
N 0.2398 0.5131 -0.5233
C 0.7818 -0.6663 0.1628
C -0.4507 -0.3402 0.9062
C -0.2150 0.4228 2.1437
O -0.4080 1.5936 2.3840
H 0.4766 -0.1228 -2.5016
H -0.9108 0.9545 -2.2387
H -1.0008 -0.7599 -1.7300
H 0.8017 -1.5798 -0.4347
H 1.7374 -0.4556 0.6434
H -0.7985 0.6139 0.0619
H 0.0938 -0.2895 2.9480

In the natural (NBO) picture, each atom carries the following charge in e: -0.437 -0.381 -0.283 -0.230 0.348 -0.539 0.217 0.214 0.202 0.196 0.208 0.370 0.117

=====

[2]
# C3H9NO

2 unconnected molecules or ions with the total composition C3H9NO (ωB97M-V with the def2-TZVPD basis set, the OMol25 dataset).

Properties
Energy above the lowest of the compared OMol25 structures with the same formula, charge and spin (kJ/mol): 144.8
HOMO (eV): -9.8
SMILES: C=NCC.O
Charge: 0
Max |F| (eV/A): 0.8

Positions of all 14 atoms, in Å:
C 1.0888 1.3274 0.0712
N 0.8764 0.2614 0.6936
C 0.8835 -1.0361 0.0044
C 0.0290 -1.0877 -1.2460
H 1.2444 1.4309 -1.0197
H 1.1490 2.2682 0.6023
H 1.9257 -1.2748 -0.2035
H 0.5308 -1.7636 0.7307
H 0.3122 -1.8943 -1.9338
H -1.0260 -1.2621 -1.0039
H 0.1063 -0.1780 -1.8357
O -2.4063 0.6230 0.7977
H -1.7288 0.0462 1.1723
H -1.8847 1.1800 0.2090

In the natural (NBO) picture, each atom carries the following charge in e: -0.061 -0.397 -0.261 -0.635 0.136 0.173 0.202 0.197 0.220 0.221 0.203 -0.934 0.471 0.465

=====

Among the records above, which one has the lowest HOMO?
C3H9NO

=====

Number 2 is which compound?
C3H9NO

=====

Which value of max |F| does entry 1 give?
0.5 eV/A